{
  "formula": "C4H8AgO3",
  "method": "the ωB97M-V functional and the def2-TZVPD basis",
  "e_homo_ha": [-0.92400, -0.92127],
  "gap_ev": [10.6, 5.3],
  "spin_multiplicity": 3,
  "energy_ha": -528.3297,
  "e_above_lowest_kcal_mol": 25.6,
  "charge": 3,
  "elements": ["H", "C", "H", "H", "C", "H", "H", "O", "H", "Ag", "C", "C", "H", "H", "O", "O"],
  "coordinates": [[2.446, -1.462, -1.799], [-1.995, 0.447, 0.952], [1.208, -1.200, -3.088], [0.805, -2.212, -1.647], [0.981, -0.025, -0.128], [-1.725, -0.305, 1.713], [-0.816, 2.193, 1.631], [1.481, -0.812, 0.661], [-1.228, 2.368, 0.160], [2.036, -1.270, 2.478], [1.380, -1.360, -2.023], [-0.961, 1.445, 0.782], [-2.724, 1.234, 1.336], [-2.247, -0.009, -0.010], [0.885, -0.151, -1.385], [0.473, 1.119, 0.369]],
  "forces_ev_per_a": [[-0.16, 0.05, -0.15], [0.40, 2.38, 0.67], [0.03, -0.02, 0.17], [0.03, 0.18, -0.15], [-2.61, 2.95, -2.82], [-0.39, -0.09, -0.11], [0.36, 0.28, 0.13], [1.13, -2.17, 0.12], [0.23, 0.36, -0.41], [0.81, -0.44, 1.77], [0.73, -1.39, -1.03], [2.66, -1.61, -0.77], [-0.45, -1.76, -0.35], [-0.62, -0.33, -0.16], [-0.11, 0.56, 2.20], [-2.03, 1.06, 0.88]],
  "nbo_charge": [0.243, -0.677, 0.293, 0.238, 1.041, 0.313, 0.433, -0.475, 0.459, 1.409, -0.290, -0.037, 0.336, 0.348, -0.296, -0.340]
}